1.
7 unconnected molecules or ions with the total composition C39H98N6O13, computed with wB97M-V/def2-TZVPD.

Results
gap between HOMO and LUMO: 8.400 eV
SMILES: COCCNCCOC.COCCNCCOC.COCCNCCOC.COCCNCCOC.COCCNCCOC.COCCNCCOC.CC(C)O
total energy: -77575.1233 eV
max |F|: 3.37 eV Å⁻¹
energy above the lowest of the compared OMol25 structures with the same formula, charge and spin: 659.0 kJ/mol

The geometry in ORCA input format:
```
! RIJCOSX wB97M-V def2-TZVPD def2/J DEFGRID3
* xyz 0 1
C -5.253 -2.177 -7.034
O -5.325 -1.157 -6.102
C -6.428 -1.291 -5.172
C -7.709 -0.614 -5.734
N -7.445 0.784 -5.989
C -8.573 1.601 -6.473
C -8.152 3.088 -6.718
O -7.190 3.298 -7.775
C -6.592 4.546 -7.975
H -4.571 -1.969 -7.858
H -6.174 -2.408 -7.569
H -4.853 -3.085 -6.583
H -6.093 -0.731 -4.298
H -6.451 -2.348 -4.910
H -8.581 -0.744 -5.093
H -7.980 -1.218 -6.601
H -6.720 0.900 -6.683
H -9.483 1.570 -5.874
H -8.795 1.168 -7.448
H -7.973 3.494 -5.723
H -9.068 3.624 -6.968
H -6.451 5.050 -7.019
H -7.200 5.223 -8.576
H -5.574 4.504 -8.362
C -2.575 2.156 -7.352
O -3.316 2.661 -6.276
C -2.505 3.502 -5.510
C -3.131 4.099 -4.265
N -3.940 3.162 -3.429
C -4.938 3.784 -2.484
C -4.386 4.712 -1.355
O -4.127 6.096 -1.837
C -2.938 6.694 -1.260
H -2.110 2.913 -7.984
H -3.304 1.718 -8.033
H -1.934 1.329 -7.045
H -2.215 4.390 -6.072
H -1.662 2.952 -5.091
H -3.741 4.950 -4.570
H -2.345 4.422 -3.583
H -4.545 2.879 -4.187
H -5.622 3.114 -1.963
H -5.679 4.189 -3.174
H -3.466 4.384 -0.871
H -5.148 4.730 -0.575
H -2.137 5.959 -1.330
H -3.046 6.918 -0.198
H -2.882 7.695 -1.687
C 2.073 -2.221 -6.278
O 2.550 -3.500 -6.379
C 1.735 -4.650 -6.007
C 0.258 -4.837 -6.541
N 0.135 -5.250 -7.977
C 0.993 -6.453 -8.333
C 0.051 -7.448 -9.126
O -1.098 -7.912 -8.358
C -2.107 -8.470 -9.185
H 1.069 -2.165 -5.859
H 1.858 -1.798 -7.259
H 2.744 -1.592 -5.692
H 1.588 -4.549 -4.931
H 2.338 -5.537 -6.205
H -0.343 -3.929 -6.488
H -0.222 -5.591 -5.917
H -0.764 -5.702 -8.067
H 1.320 -7.063 -7.491
H 1.966 -6.290 -8.798
H 0.534 -8.380 -9.419
H -0.307 -6.934 -10.018
H -1.700 -9.120 -9.959
H -2.582 -7.643 -9.714
H -2.727 -9.022 -8.479
C -2.767 7.078 11.742
O -1.696 6.312 11.318
C -1.794 5.665 10.106
C -2.836 4.506 10.087
N -2.838 3.656 8.893
C -3.409 2.329 9.130
C -3.834 1.529 7.820
O -4.941 2.102 7.207
C -5.173 1.544 5.953
H -3.653 6.447 11.798
H -2.962 7.984 11.168
H -2.489 7.308 12.770
H -0.869 5.090 10.060
H -1.849 6.258 9.193
H -3.859 4.827 10.285
H -2.516 3.972 10.982
H -3.104 4.023 7.990
H -4.323 2.264 9.720
H -2.596 1.755 9.574
H -3.936 0.456 7.984
H -2.948 1.545 7.186
H -6.048 2.069 5.571
H -5.345 0.476 6.087
H -4.425 1.697 5.175
C 3.486 0.106 8.526
O 4.751 -0.541 8.547
C 4.960 -1.154 9.867
C 5.593 -0.405 11.065
N 5.439 -1.074 12.330
C 5.967 -2.484 12.400
C 7.438 -2.665 12.018
O 7.564 -3.919 11.262
C 8.944 -4.133 10.981
H 3.295 0.909 9.239
H 2.670 -0.591 8.717
H 3.279 0.360 7.487
H 5.666 -1.955 9.647
H 4.087 -1.628 10.316
H 5.370 0.656 11.172
H 6.629 -0.414 10.728
H 4.461 -0.991 12.569
H 5.378 -3.243 11.885
H 5.839 -2.662 13.468
H 7.896 -2.734 13.005
H 7.809 -1.771 11.515
H 9.402 -4.586 11.861
H 9.480 -3.252 10.627
H 9.060 -4.944 10.263
C 5.176 -0.389 -0.909
O 6.440 0.124 -0.608
C 7.194 -0.717 0.199
C 8.748 -0.487 -0.076
N 9.150 -1.172 -1.329
C 8.667 -0.569 -2.603
C 9.629 -1.016 -3.767
O 9.332 -2.391 -4.119
C 8.339 -2.511 -5.152
H 5.175 -1.083 -1.750
H 4.601 0.421 -1.357
H 4.712 -0.809 -0.017
H 6.901 -1.767 0.191
H 6.997 -0.399 1.223
H 9.260 -1.010 0.731
H 9.030 0.566 -0.058
H 9.079 -2.179 -1.374
H 8.718 0.513 -2.484
H 7.660 -0.924 -2.822
H 10.687 -0.849 -3.561
H 9.333 -0.444 -4.646
H 8.592 -3.339 -5.814
H 8.280 -1.675 -5.849
H 7.334 -2.539 -4.732
C -0.957 -0.462 1.706
C -1.026 -0.137 0.241
C -0.702 -1.369 -0.636
O -2.343 0.170 0.109
H 0.003 -0.726 2.148
H -1.390 -1.459 1.795
H -1.409 0.129 2.502
H -0.335 0.695 0.113
H -0.051 -1.145 -1.481
H -1.611 -1.795 -1.060
H -0.116 -2.176 -0.195
H -2.386 0.679 -0.704
*
```

2.
C21H25N5O4 in the gas phase, computed with wB97M-V/def2-TZVPD.

Results
gap between HOMO and LUMO: 9.260 eV
SMILES: CCCO[C@@H]1CCCN(C(=O)c2cc(COc3ccc(-n4cncn4)cc3)on2)C1
total energy: -37821.6098 eV
max |F|: 1.13 eV Å⁻¹
energy above the lowest of the compared OMol25 structures with the same formula, charge and spin: 470.1 kJ/mol

The geometry in ORCA input format:
```
! RIJCOSX wB97M-V def2-TZVPD def2/J DEFGRID3
* xyz 0 1
C -6.072 3.245 0.622
C -5.767 3.959 1.933
C -6.008 3.047 3.132
O -5.115 1.964 3.040
C -5.305 0.923 3.970
C -4.555 1.185 5.285
C -3.056 1.254 5.005
H -2.500 1.397 5.932
H -2.853 2.095 4.341
C -2.592 -0.030 4.316
N -3.339 -0.231 3.098
C -2.904 -0.066 1.833
O -3.632 -0.200 0.862
C -1.463 0.227 1.593
N -0.632 0.840 2.401
O 0.546 0.971 1.756
C 0.440 0.438 0.526
C -0.821 -0.050 0.356
H -1.247 -0.534 -0.495
C 1.634 0.476 -0.366
O 1.744 -0.784 -0.989
C 2.749 -0.984 -1.885
C 3.709 -0.042 -2.238
C 4.685 -0.364 -3.162
C 4.720 -1.625 -3.745
C 3.759 -2.571 -3.395
C 2.787 -2.250 -2.474
H 2.035 -2.968 -2.190
H 3.765 -3.555 -3.836
N 5.725 -1.910 -4.675
C 5.998 -3.053 -5.347
N 7.038 -2.885 -6.123
C 7.389 -1.601 -5.902
N 6.625 -0.982 -5.038
H 8.217 -1.128 -6.388
H 5.446 -3.964 -5.255
H 5.435 0.357 -3.445
H 3.713 0.944 -1.803
H 1.504 1.267 -1.121
H 2.522 0.703 0.239
C -4.762 -0.359 3.318
H -5.236 -0.507 2.346
H -4.959 -1.218 3.967
H -1.529 0.031 4.093
H -2.781 -0.889 4.971
H -4.900 2.120 5.728
H -4.775 0.376 5.985
H -6.381 0.790 4.172
H -7.047 2.679 3.127
H -5.851 3.605 4.069
H -4.721 4.268 1.944
H -6.392 4.848 2.039
H -5.467 2.346 0.546
H -7.122 2.963 0.576
H -5.850 3.891 -0.223
*
```